(1)
Density functional theory data (ωB97M-V with the def2-TZVPD basis set) for a structure of composition C21H24Br30ClIN4S in a non-equilibrium geometry.

Results
total charge	0
HOMO	-0.312	Eh
E_tot	-79409.7654	hartree
LUMO level	-1.590	eV

```
82
C21H24Br30ClIN4S ωB97M-V with the def2-TZVPD basis set
I -0.974 -0.108 -2.183
Br 0.350 7.420 0.533
Br 8.303 -2.262 2.406
Br 3.821 1.759 -2.539
Br 5.117 -0.317 4.719
Br 6.643 5.665 -4.585
Br 4.286 -3.057 0.521
Br -2.412 -5.823 6.817
Br 6.359 -4.017 4.265
Br -4.053 -4.999 4.180
Br 2.766 -0.578 6.896
Br 0.143 6.903 -2.632
Br 4.217 6.709 -2.752
Br 3.206 3.882 -4.871
Br -7.672 3.118 0.493
Br -0.003 -3.546 -6.609
Br -0.364 9.848 -1.449
Br 6.581 4.967 -1.449
Br -4.496 2.866 0.922
Br -2.967 -4.763 -6.841
Br -5.657 4.846 -1.321
Br -6.521 9.104 -1.890
Br 5.702 -1.708 7.556
Br -3.807 8.413 -3.466
Br -3.958 8.024 -0.282
Br 4.669 0.068 1.171
Br -1.765 -3.054 5.321
Br 9.542 -4.181 4.668
Br -0.411 -6.660 -7.283
Br 1.728 1.029 -4.868
Br 1.712 -1.186 0.960
Cl -0.080 -6.047 0.904
S 1.243 -3.155 4.795
N -0.895 0.209 2.228
N 0.935 -4.339 3.588
N -0.588 -4.480 -3.575
N 0.559 -1.714 4.177
C 3.547 -1.274 0.328
C -0.364 -4.239 1.168
C -4.713 -0.098 -0.926
C -5.961 4.030 0.412
C -0.482 -4.731 -2.098
C 8.043 -3.061 4.155
C 6.103 6.256 -2.817
C 4.672 -0.364 6.607
C 0.203 -3.675 2.537
C -1.350 -1.802 0.494
C -0.509 7.940 -1.127
C 0.014 -2.148 2.887
C -4.584 9.048 -1.806
C -1.126 -3.344 0.128
C -1.668 -3.957 -1.274
C -0.766 -1.237 1.833
C -3.633 -1.286 -0.852
C -1.133 -4.869 -7.466
C -2.147 -0.775 -0.440
C -3.130 -4.361 5.762
C 2.497 2.441 -3.783
H -2.326 0.190 0.177
H -4.944 0.283 0.134
H -3.869 -3.855 6.381
H 4.950 0.603 7.024
H 0.556 -4.449 -1.674
H 0.056 0.587 2.019
H -0.781 -3.466 -3.734
H -3.581 -1.741 -1.919
H -1.034 0.263 3.256
H -2.607 -4.596 -1.141
H -4.009 -2.152 -0.182
H 6.657 7.169 -2.604
H -4.241 10.072 -1.664
H -5.996 4.837 1.143
H -4.449 0.738 -1.668
H -1.452 -4.941 -3.929
H -1.145 -4.638 -8.530
H 1.687 2.860 -3.188
H -1.949 -3.061 -1.955
H 3.529 -1.049 -0.738
H -5.688 -0.575 -1.338
H 7.993 -2.245 4.875
H -1.570 7.715 -1.022
H -0.554 -5.880 -1.968
```

(2)
Density functional theory data (ωB97M-V with the def2-TZVPD basis set) for an isolated molecule of C4H5BrN2 in a non-equilibrium geometry.

Results
total charge	0
HOMO	-0.309	Eh
E_tot	-2838.7751	hartree
energy above the lowest of the compared OMol25 structures with the same formula, charge and spin	99.4	kcal per mole
LUMO level	-0.295	eV

```
12
C4H5BrN2 ωB97M-V with the def2-TZVPD basis set
Br -1.244 -1.328 -0.284
N 1.386 -1.020 0.824
N 2.493 -0.394 0.648
C 2.435 0.530 -0.451
C 1.131 0.417 -0.937
C -2.517 -0.076 0.596
C 0.571 -0.576 -0.109
H -3.362 -0.699 1.158
H 3.234 1.236 -0.643
H -2.893 0.578 -0.192
H -1.997 0.579 1.244
H 0.764 0.753 -1.853
```

(3)
Density functional theory data (ωB97M-V with the def2-TZVPD basis set) for a structure of composition C19H33Cl2CrN2O4S in a non-equilibrium geometry.

Results
total charge	0
HOMO (spin up / spin down)	-0.282 / -0.282	Eh
E_tot	-3517.3128	hartree
energy above the lowest of the compared OMol25 structures with the same formula, charge and spin	40.3	kcal per mole
LUMO level (spin up / spin down)	0.377 / 0.376	eV
2S+1	4
expectation value of S²	3.84

```
62
C19H33Cl2CrN2O4S ωB97M-V with the def2-TZVPD basis set
Cr -0.239 -0.817 0.145
Cl 1.209 0.698 0.578
Cl -1.058 -0.493 -1.913
S -2.452 -3.220 -0.118
O -0.089 -1.653 1.949
O -3.760 -2.533 0.113
O 1.347 3.213 -0.297
O -1.984 0.084 1.019
N -3.144 1.531 -0.328
N 0.144 -1.315 4.191
C 1.911 -4.658 -0.554
C -0.034 -0.886 2.946
C 1.099 -3.469 -0.101
C 0.385 -2.716 4.528
C 2.737 4.773 -1.417
C 3.314 6.419 -3.594
C -3.022 0.410 0.398
C 1.172 -2.227 -0.564
C 4.022 5.310 -1.561
C 0.297 -0.362 5.281
C 4.317 6.118 -2.658
C 2.066 -1.695 -1.608
C 2.006 5.936 -3.421
C 2.433 3.771 -0.349
C -2.391 -3.666 -1.882
C -2.050 2.496 -0.400
C 1.710 5.126 -2.320
C -4.201 1.669 -1.323
C -2.620 -4.852 0.626
H -0.334 -3.019 5.297
H -2.519 -4.709 1.714
H -0.424 -0.589 6.071
H -1.839 -5.538 0.265
H 1.390 -2.821 4.956
H -3.808 1.506 -2.337
H -1.403 2.390 0.473
H 3.549 7.042 -4.460
H 1.261 -5.432 -0.989
H -3.918 -0.236 0.397
H -3.626 -5.234 0.383
H -2.660 -4.716 -1.995
H -4.605 2.686 -1.269
H 2.795 -0.991 -1.182
H 1.475 -1.132 -2.343
H 0.283 -3.350 3.647
H 2.665 -4.390 -1.306
H -5.000 0.945 -1.125
H 4.766 5.073 -0.801
H 1.216 6.193 -4.135
H 0.692 4.757 -2.157
H -1.449 2.331 -1.305
H 5.324 6.516 -2.781
H -1.381 -3.489 -2.249
H -2.489 3.498 -0.445
H 0.418 -3.701 0.719
H -0.123 0.210 2.826
H 2.436 -5.112 0.300
H 3.240 3.624 0.418
H -3.091 -3.017 -2.413
H 2.604 -2.507 -2.114
H 0.114 0.639 4.882
H 1.312 -0.419 5.691
```

(4)
Density functional theory data (ωB97M-V with the def2-TZVPD basis set) for a cluster of 2 separate species, FH2NO4P in total in a non-equilibrium geometry.

Results
total charge	-1
HOMO	-0.183	Eh
E_tot	-798.0874	hartree
energy above the lowest of the compared OMol25 structures with the same formula, charge and spin	28.4	kcal per mole
LUMO level	4.047	eV

```
9
FH2NO4P ωB97M-V with the def2-TZVPD basis set
P -0.807 0.507 0.184
F -2.211 -2.304 -0.073
O 0.502 0.913 -0.770
O -0.964 -1.846 -0.395
O -0.351 0.548 1.574
O -2.014 1.121 -0.355
N 1.819 0.672 -0.204
H 2.311 -0.076 -0.704
H 1.715 0.464 0.743
```

(5)
Density functional theory data (ωB97M-V with the def2-TZVPD basis set) for the ion CH2N3O with charge +1 in a non-equilibrium geometry.

Results
total charge	+1
HOMO	-0.652	Eh
E_tot	-278.4908	hartree
energy above the lowest of the compared OMol25 structures with the same formula, charge and spin	37.2	kcal per mole
SMILES string	N#[N+]C(N)=O
LUMO level	-6.571	eV

```
7
CH2N3O ωB97M-V with the def2-TZVPD basis set
O -2.014 -1.656 0.140
N -3.565 1.104 -0.117
N -0.210 -0.116 -0.047
N -2.550 0.705 0.046
C -1.414 -0.586 -0.030
H 0.161 0.719 0.433
H 0.502 -0.792 -0.303
```

(6)
Density functional theory data (ωB97M-V with the def2-TZVPD basis set) for a structure of composition C6H8FeLiO6 in a non-equilibrium geometry.

Results
total charge	0
HOMO (spin up / spin down)	-0.286 / -0.285	Eh
E_tot	-1955.9433	hartree
energy above the lowest of the compared OMol25 structures with the same formula, charge and spin	76.5	kcal per mole
LUMO level (spin up / spin down)	-0.894 / -2.976	eV
2S+1	6
expectation value of S²	8.75

```
22
C6H8FeLiO6 ωB97M-V with the def2-TZVPD basis set
Fe -1.761 0.796 3.792
O 2.483 0.257 -1.654
O 0.705 1.806 1.080
O -0.634 -0.932 -2.121
O -0.568 -2.073 -0.159
O -0.198 0.731 2.732
O 0.864 -2.510 -1.767
C -0.288 1.100 1.554
C -1.588 -1.278 0.418
C 1.998 0.410 -0.426
C -0.163 -1.871 -1.444
C 1.218 1.718 -0.266
C -1.383 0.239 0.453
Li 1.405 -0.804 -2.725
H -2.453 0.522 0.513
H -1.752 -1.702 1.415
H -2.499 -1.477 -0.164
H 2.722 0.186 0.385
H 1.030 -0.332 0.080
H 0.387 1.601 -0.972
H 1.865 2.592 -0.409
H -1.391 1.020 -0.315
```

(7)
Density functional theory data (ωB97M-V with the def2-TZVPD basis set) for a structure of composition C44H39N8PtS4 in a non-equilibrium geometry.

Results
total charge	+1
HOMO (spin up / spin down)	-0.315 / -0.315	Eh
E_tot	-3849.7571	hartree
energy above the lowest of the compared OMol25 structures with the same formula, charge and spin	0.0	kcal per mole
LUMO level (spin up / spin down)	-2.672 / -2.672	eV

```
96
C44H39N8PtS4 ωB97M-V with the def2-TZVPD basis set
Pt -2.071 -1.605 0.894
S 1.953 0.173 -0.319
S 0.366 -2.132 -1.204
S 0.000 0.882 1.649
S -2.446 -3.443 2.272
N -4.376 -3.363 4.113
N -2.423 0.088 -0.339
N 0.818 1.080 0.218
N -3.773 -0.973 1.633
N 1.624 -1.052 -1.206
N -0.526 -0.411 2.097
N -0.403 -2.414 0.012
N -4.378 -1.585 2.658
C 4.442 -0.722 3.352
C 4.519 1.410 -3.164
C 2.687 -1.344 1.835
C -2.203 1.536 -2.221
C 0.839 -5.882 -2.505
C -4.246 1.543 -0.984
C 2.403 2.489 -1.725
C -2.009 2.385 2.616
C 2.625 -4.590 -3.470
C -4.390 0.027 0.992
C 2.244 -3.491 -2.719
C 1.907 -5.772 -3.381
C -2.557 -1.911 -3.978
C -3.701 0.577 -0.104
C 0.453 -4.789 -1.749
C 2.860 1.208 -1.456
C 0.096 -1.102 -3.787
C 4.779 0.357 2.549
C 1.176 1.540 2.858
C 2.688 3.268 3.492
C 1.834 2.716 2.554
C 1.353 0.897 4.067
C -1.852 -2.130 -2.808
C -5.737 0.495 1.445
C 3.410 -1.576 2.995
C -0.614 -0.886 -4.957
C -1.161 3.161 0.494
C -1.151 2.257 1.537
C -2.058 4.216 0.531
C 4.061 0.602 1.391
C 3.027 -0.254 1.054
C -1.716 0.602 -1.341
C -2.905 4.369 1.617
C 1.155 -3.602 -1.876
C -1.939 -1.286 -5.050
C 2.210 1.455 5.001
C 3.922 0.660 -2.167
C -3.865 -2.700 3.055
C 4.057 2.688 -3.450
C 3.006 3.231 -2.724
C 2.868 2.642 4.715
C -2.883 3.455 2.662
C -0.535 -1.720 -2.726
C -3.525 1.997 -2.049
H 1.574 2.871 -1.152
H -2.310 -2.601 -1.947
H -2.490 -1.109 -5.962
H -0.697 0.251 -1.435
H -3.540 3.582 3.509
H 2.358 0.971 5.954
H 0.816 -0.021 4.253
H -5.782 1.581 1.438
H 3.517 3.088 5.450
H 2.653 4.228 -2.938
H -0.488 3.030 -0.337
H -4.089 -4.310 4.273
H 3.203 4.190 3.270
H -5.909 0.131 2.455
H -1.590 1.892 -3.031
H -3.579 5.211 1.651
H -6.528 0.106 0.802
H 4.988 -0.893 4.267
H -2.087 4.928 -0.283
H -1.973 1.645 3.399
H -0.381 -4.830 -1.065
H -5.256 1.879 -0.819
H 1.862 -1.979 1.544
H 1.122 -0.785 -3.683
H -0.129 -0.417 -5.801
H 5.345 0.998 -3.722
H 4.257 -0.339 -1.937
H 2.180 -6.611 -4.003
H 3.163 -2.420 3.618
H 0.292 -6.808 -2.425
H -3.585 -2.231 -4.053
H -5.219 -3.020 4.543
H 1.670 3.185 1.596
H 4.301 1.443 0.757
H 4.515 3.262 -4.241
H -3.958 2.687 -2.757
H 5.592 1.010 2.825
H 2.771 -2.551 -2.776
H 3.469 -4.514 -4.137
```

(8)
Density functional theory data (ωB97M-V with the def2-TZVPD basis set) for a cluster of 9 separate species, C14H46O9 in total in a non-equilibrium geometry.

Results
total charge	0
HOMO	-0.356	Eh
E_tot	-1238.0178	hartree
energy above the lowest of the compared OMol25 structures with the same formula, charge and spin	59.9	kcal per mole
SMILES string	CC(C)O.CCO.CCO.CCO.CO.CO.CO.CO.CO
LUMO level	0.611	eV

```
69
C14H46O9 ωB97M-V with the def2-TZVPD basis set
O 0.064 2.867 3.271
O -0.170 -2.648 -0.486
O 0.654 1.623 -1.957
O -1.873 1.695 -3.470
O 3.675 -2.244 1.885
O -4.517 0.035 -0.253
O 0.553 -0.003 0.119
O 2.365 1.108 4.259
O -2.473 1.741 0.346
C 2.902 1.650 -1.199
C -0.136 -0.136 1.320
C -4.321 -2.332 -0.657
C 0.378 -2.400 -2.761
C -3.107 0.973 -3.556
C -3.781 -1.103 0.005
C 1.745 2.484 -1.689
C 4.356 1.430 3.034
C -2.906 2.384 1.596
C 0.509 3.631 2.164
C 3.040 0.815 2.961
C -0.499 -4.524 -2.016
C 3.070 -2.392 0.545
C 0.366 -3.371 -1.598
H -3.593 -3.170 -0.500
H 4.369 2.483 3.215
H -2.786 -0.931 -0.408
H -0.385 4.077 1.805
H 2.552 -1.478 0.323
H -0.117 0.783 1.839
H -3.647 -1.236 1.078
H -2.095 2.540 2.340
H -0.032 -5.023 -2.822
H -1.950 2.232 -2.678
H 3.268 0.966 -1.929
H -2.926 0.096 -4.186
H 1.306 4.359 2.338
H 0.088 0.613 -0.455
H 2.356 -3.176 0.553
H -3.668 1.799 2.065
H 1.979 2.968 -2.605
H -3.271 1.357 -0.038
H 4.790 1.252 2.039
H -5.282 -2.657 -0.289
H 0.388 -0.934 1.849
H 0.142 1.860 -2.763
H 3.783 -3.154 2.257
H 2.500 1.153 -0.304
H -3.855 1.573 -4.053
H 2.401 1.172 2.153
H 5.005 0.971 3.840
H -1.462 -4.248 -2.447
H -0.614 -2.116 -3.126
H 3.704 2.360 -0.913
H 3.146 -0.286 2.813
H 0.792 2.435 3.772
H -0.648 -5.281 -1.207
H -3.355 3.339 1.334
H 3.905 -2.575 -0.204
H 1.374 -3.670 -1.337
H -4.323 -2.226 -1.774
H 1.871 0.307 4.430
H 0.942 -1.490 -2.529
H 0.186 -1.733 -0.417
H -5.406 -0.267 -0.399
H 0.857 2.964 1.356
H -3.439 0.666 -2.535
H 1.003 -2.818 -3.595
H -1.194 -0.308 1.195
H 1.450 3.172 -0.944
```

(9)
Density functional theory data (ωB97M-V with the def2-TZVPD basis set) for an isolated molecule of C14H19N3O3 in a non-equilibrium geometry.

Results
total charge	0
HOMO	-0.338	Eh
E_tot	-934.8595	hartree
energy above the lowest of the compared OMol25 structures with the same formula, charge and spin	34.2	kcal per mole
SMILES string	CNC(=O)[C@@H](Cc1ccccc1)NC(=O)CNC(C)=O
LUMO level	0.780	eV

```
39
C14H19N3O3 ωB97M-V with the def2-TZVPD basis set
O -2.388 0.099 -3.290
O 1.228 0.395 -0.649
O 0.465 -3.059 -1.381
N -0.343 -0.611 -3.899
N -0.857 -1.269 -1.079
N 1.809 -0.783 1.205
C 0.039 2.494 3.248
C -1.494 -0.278 1.058
C -0.810 1.879 2.203
C 3.020 -0.146 1.488
C -0.946 0.481 2.296
C 0.540 1.777 4.324
C -0.915 1.587 -4.579
C -1.343 0.297 -3.906
C 0.313 0.351 4.366
C -0.505 -1.066 0.323
C 0.916 -0.453 0.221
C -0.348 -2.007 -3.418
C -0.217 -2.152 -1.874
C -0.409 -0.293 3.342
H 0.362 -2.634 -3.935
H 0.420 -0.415 -4.499
H 1.419 -1.296 1.987
H -1.475 -0.615 -1.450
H -0.635 1.280 -5.597
H 3.004 0.281 2.446
H 0.954 2.266 5.159
H -1.811 2.143 -4.574
H -2.392 -0.733 1.503
H -0.581 -1.335 3.459
H -1.286 -2.400 -3.660
H 3.149 0.692 0.861
H 3.966 -0.623 1.399
H -1.282 2.470 1.444
H -2.008 0.350 0.275
H 0.743 -0.218 5.063
H -0.402 -2.014 0.850
H -0.129 1.951 -3.976
H 0.229 3.604 3.244
```